(1)
Molecular formula: C4H6FN2
Method: DFT, ωB97M-V/def2-TZVPD

## Properties
LUMO level (alpha / beta) (eV): -5.221 / -4.205
Relative energy (zero: lowest compared OMol25 entry of this formula, charge and spin) (kcal per mole): 102.6
HOMO energy (alpha / beta) (eV): -14.605 / -13.183
Kohn-Sham gap (alpha / beta) (eV): 9.38 / 8.98
Total charge: +1

```
13
Properties=species:S:1:pos:R:3:forces:R:3
F -2.7001 -0.3966 0.0384 1.78 0.87 0.26
N -0.4121 -0.0203 0.1147 -0.84 0.18 0.16
N 1.3917 -1.2000 -0.1037 -0.03 -2.11 -0.57
C 0.6644 0.7859 0.3149 -0.96 3.31 1.84
C 0.0283 -1.2427 -0.1467 0.83 -1.96 -1.36
C 1.7305 0.0196 0.2670 4.46 1.86 0.58
C -1.6857 0.4872 0.2586 -2.99 -0.80 -0.93
H -2.0412 1.4054 0.7515 1.04 -0.59 -0.14
H -0.5267 -2.0882 -0.5324 -0.17 0.25 0.35
H 0.4809 1.8234 0.6709 0.53 -1.03 -0.52
H 2.2026 -1.8227 -0.3973 -2.34 0.22 0.48
H 2.8042 0.2415 0.4969 -1.38 0.05 -0.44
H -1.9368 2.0074 -1.7328 0.06 -0.24 0.27
```
Forces are in eV/Å.

List of natural (NBO) charges in e, atom by atom: -0.295, -0.348, -0.468, -0.061, 0.235, -0.021, 0.417, 0.239, 0.270, 0.268, 0.485, 0.269, 0.009

(2)
Molecular formula: C2H7N3
Method: DFT, ωB97M-V/def2-TZVPD

## Properties
LUMO level (eV): 0.911
Relative energy (zero: lowest compared OMol25 entry of this formula, charge and spin) (kcal per mole): 33.5
HOMO energy (eV): -9.175
Kohn-Sham gap (eV): 10.09

```
12
Properties=species:S:1:pos:R:3:forces:R:3
N 0.8062 -1.1310 -0.1221 -0.15 0.00 -0.16
N -1.3367 -1.2224 0.6232 -0.83 -0.55 0.44
N 1.0678 1.9278 0.0360 -0.70 -0.56 0.77
C -0.1073 -1.7775 0.4896 1.00 1.00 -0.38
C 0.3193 2.2795 -0.9116 1.17 2.12 -0.74
H 1.6883 -1.6219 -0.1785 -0.05 -0.24 0.05
H 0.5633 3.3006 -1.2401 -0.22 -0.01 -0.22
H 0.8739 1.0061 0.4343 0.06 -0.22 -0.62
H 0.0859 -2.7443 0.9373 -0.47 -0.26 0.24
H -1.9724 -1.5640 1.3248 0.07 -0.02 -0.19
H -1.5569 -0.3329 0.2033 0.35 -0.08 0.05
H -0.4315 1.8800 -1.5963 -0.25 -1.17 0.77
```
Forces are in eV/Å.

List of natural (NBO) charges in e, atom by atom: -0.754, -0.815, -0.588, 0.279, -0.064, 0.349, 0.137, 0.356, 0.159, 0.391, 0.401, 0.150

(3)
Molecular formula: C5H9NO3
Method: DFT, ωB97M-V/def2-TZVPD

## Properties
LUMO level (eV): 0.781
Relative energy (zero: lowest compared OMol25 entry of this formula, charge and spin) (kcal per mole): 90.9
HOMO energy (eV): -8.854
Kohn-Sham gap (eV): 9.64

```
18
Properties=species:S:1:pos:R:3:forces:R:3
O 0.6893 -0.5864 -2.0091 -0.64 0.10 0.66
O 1.5126 -1.7781 2.1451 0.36 -0.05 -1.00
O -0.5807 1.0546 -1.1288 -0.17 -0.61 0.48
N 0.9916 0.2485 -3.1164 0.44 0.91 -0.52
C 0.8294 0.5385 1.7321 0.64 0.37 -0.38
C -0.5609 0.9862 2.1002 -0.05 -0.02 -0.35
C 1.2680 -0.6953 1.7831 -0.88 -0.02 1.87
C -1.1033 -1.2948 -0.6542 0.35 0.01 0.66
C -0.3164 -0.1207 -1.1532 0.35 0.56 -2.38
H -1.1838 0.1489 2.4053 -0.08 0.04 0.07
H -1.0912 -2.0927 -1.3917 -0.05 0.13 -0.09
H 1.9020 0.6914 -2.9689 0.02 -0.55 0.42
H 0.3844 1.0766 -3.1272 -0.35 -0.56 0.46
H -0.6131 -1.6891 0.2334 -0.08 -0.10 0.16
H -0.5315 1.7342 2.8922 0.10 -0.16 0.18
H -1.0087 1.4775 1.2366 -0.17 -0.13 -0.01
H 1.5309 1.2983 1.4261 0.14 -0.02 -0.23
H -2.1185 -0.9976 -0.4045 0.08 0.09 0.00
```
Forces are in eV/Å.

List of natural (NBO) charges in e, atom by atom: -0.404, -0.465, -0.599, -0.504, -0.532, -0.610, 0.687, -0.729, 0.799, 0.213, 0.253, 0.339, 0.354, 0.245, 0.219, 0.236, 0.255, 0.242

In eV, the energy values for the records above are, in order, -9931.1375, -6656.5019, -12960.7652.